1.
{
  "formula": "C3H7NO2",
  "method": "ωB97M-V with the def2-TZVPD basis set",
  "elements": ["O", "C", "C", "N", "C", "O", "H", "H", "H", "H", "H", "H", "H"],
  "coordinates": [[-1.280, -0.413, 1.445], [-1.157, -0.598, 0.083], [-0.569, 0.597, -0.679], [0.884, 0.517, -0.665], [1.567, 0.024, 0.379], [1.238, -0.039, 1.562], [-0.316, -0.218, 1.744], [-2.107, -0.894, -0.356], [-0.418, -1.411, -0.129], [-0.911, 1.520, -0.210], [-0.879, 0.597, -1.729], [1.358, 0.531, -1.554], [2.589, -0.214, 0.107]],
  "forces_ev_per_angstrom": [[1.0, 0.5, 0.8], [0.7, -0.8, -0.8], [-0.4, 0.2, 0.1], [-0.2, -0.3, 0.1], [1.0, 1.0, 0.5], [0.0, -0.2, -0.7], [-1.8, -0.3, -0.2], [-0.2, 0.1, 0.1], [-0.7, 0.0, 0.0], [0.0, 0.1, 0.0], [0.0, 0.0, 0.2], [0.1, -0.1, 0.2], [0.5, -0.2, -0.1]],
  "lowdin_charge": [-0.09, -0.30, -0.15, 0.03, -0.32, 0.02, 0.06, 0.11, 0.12, 0.13, 0.12, 0.14, 0.13],
  "charge": 0,
  "lumo_ev": 0.6239,
  "smiles": "O=CNCCO"
}

=====

2.
{
  "formula": "C3H7NO2",
  "method": "ωB97M-V with the def2-TZVPD basis set",
  "elements": ["C", "C", "N", "C", "O", "O", "H", "H", "H", "H", "H", "H", "H"],
  "coordinates": [[1.734, -0.689, -0.600], [-1.520, 1.196, 0.318], [0.377, -0.347, 0.488], [-0.999, -0.187, -0.026], [0.528, -1.776, 0.530], [-1.552, -0.892, -0.835], [0.597, 0.089, 1.381], [1.239, -0.974, -1.518], [2.086, 0.343, -0.645], [2.516, -1.373, -0.292], [-0.743, 1.874, 0.673], [-1.978, 1.636, -0.566], [-2.286, 1.099, 1.091]],
  "forces_ev_per_angstrom": [[-0.9, 1.5, 0.2], [-0.4, -0.1, 0.2], [-0.4, -2.8, -2.0], [0.2, 2.4, -1.4], [0.6, -1.3, 1.1], [1.3, 0.2, 1.6], [-0.3, 0.2, 0.0], [-0.1, -0.1, 0.1], [0.3, 0.0, -0.2], [-0.4, 0.0, 0.4], [0.0, -0.2, 0.1], [-0.1, -0.1, 0.0], [0.0, 0.1, 0.0]],
  "lowdin_charge": [0.08, 0.00, -0.12, -0.43, -0.28, 0.13, 0.15, 0.08, 0.06, 0.08, 0.07, 0.09, 0.09],
  "charge": 0,
  "lumo_ev": 0.1988,
  "smiles": "CC(=O)[N@H+](C)[O-]"
}

=====

3.
{
  "formula": "C3H7NO2",
  "method": "ωB97M-V with the def2-TZVPD basis set",
  "elements": ["O", "C", "O", "C", "C", "N", "H", "H", "H", "H", "H", "H", "H"],
  "coordinates": [[0.513, 1.955, 0.341], [0.414, 0.840, 0.771], [0.897, 0.509, 2.002], [0.069, -0.351, -0.111], [-0.050, 0.052, -1.581], [-1.225, -0.953, 0.367], [1.136, 1.383, 2.401], [0.858, -1.106, 0.004], [0.803, 0.665, -1.851], [-0.966, 0.632, -1.665], [-0.078, -0.835, -2.210], [-1.203, -0.848, 1.368], [-1.167, -1.942, 0.163]],
  "forces_ev_per_angstrom": [[-0.5, 0.4, 0.3], [1.6, -0.3, -0.8], [-0.6, 0.8, 0.1], [-1.0, -0.7, 0.1], [0.0, 0.1, 0.8], [1.0, 0.6, -0.4], [-0.2, -0.9, -0.2], [0.2, 0.4, 0.1], [0.0, 0.1, -0.2], [0.0, 0.0, -0.3], [-0.1, 0.0, 0.0], [-0.3, -0.3, 0.4], [-0.3, -0.1, 0.1]],
  "lowdin_charge": [0.12, -0.49, 0.09, -0.35, -0.06, 0.05, 0.14, 0.14, 0.08, 0.08, 0.08, 0.06, 0.07],
  "charge": 0,
  "lumo_ev": 0.6712,
  "smiles": "C[C@H](N)C(=O)O"
}

=====

4.
{
  "formula": "C3H7NO2",
  "method": "ωB97M-V with the def2-TZVPD basis set",
  "elements": ["O", "C", "C", "C", "O", "N", "H", "H", "H", "H", "H", "H", "H"],
  "coordinates": [[2.368, -0.862, -0.350], [1.797, 0.210, -0.437], [0.221, 0.320, -0.388], [-0.494, -1.010, 0.197], [-1.963, -1.107, -0.057], [-0.166, 1.385, 0.566], [2.392, 1.173, -0.615], [-0.324, 0.555, -1.418], [-0.010, -1.159, 1.163], [-0.123, -1.848, -0.300], [-2.442, -1.031, 0.825], [-0.154, 2.262, 0.085], [-1.100, 1.112, 0.729]],
  "forces_ev_per_angstrom": [[-0.7, 1.5, 0.0], [-0.5, -1.0, -0.7], [-1.7, -0.5, -0.5], [0.6, 1.1, -1.5], [1.2, 1.0, 2.8], [1.5, -0.8, -0.5], [-0.8, -0.8, 0.4], [1.7, -0.7, 1.5], [-1.3, 0.3, 0.8], [0.7, -1.2, -1.3], [1.0, -0.1, -1.7], [-0.2, 0.7, -0.1], [-1.4, 0.5, 0.6]],
  "lowdin_charge": [0.04, -0.19, -0.31, -0.18, -0.10, 0.02, 0.13, 0.17, 0.12, 0.08, 0.11, 0.06, 0.04],
  "charge": 0,
  "lumo_ev": 0.6696,
  "smiles": "N[C@@H](C=O)CO"
}

=====

5.
{
  "formula": "C3H7NO2",
  "method": "ωB97M-V with the def2-TZVPD basis set",
  "elements": ["O", "C", "C", "N", "C", "O", "H", "H", "H", "H", "H", "H", "H"],
  "coordinates": [[-1.239, -0.559, 1.347], [-1.256, -0.553, -0.060], [-0.413, 0.566, -0.682], [1.003, 0.210, -0.697], [2.314, 0.053, 1.136], [1.541, 0.025, 1.982], [-0.320, -0.541, 1.644], [-2.307, -0.417, -0.338], [-0.931, -1.524, -0.473], [-0.553, 1.454, -0.055], [-0.787, 0.796, -1.690], [1.250, -0.464, -1.408], [1.699, 0.955, -0.706]],
  "forces_ev_per_angstrom": [[0.2, 0.0, 0.1], [-0.1, 0.0, -0.5], [-0.1, 0.1, 0.0], [0.1, 0.0, -0.3], [-0.3, -0.2, 1.8], [1.1, 0.0, -0.6], [-0.2, 0.0, 0.0], [0.2, 0.0, 0.0], [0.0, 0.1, 0.1], [0.1, -0.1, -0.2], [-0.1, 0.0, 0.2], [-0.1, 0.0, -0.1], [-0.8, 0.0, -0.4]],
  "lowdin_charge": [-0.07, -0.27, -0.24, -0.07, 0.01, 0.00, 0.04, 0.12, 0.12, 0.12, 0.11, 0.09, 0.06],
  "charge": 0,
  "lumo_ev": 1.0015
}

=====

6.
{
  "formula": "C3H7NO2",
  "method": "ωB97M-V with the def2-TZVPD basis set",
  "elements": ["O", "C", "C", "N", "C", "O", "H", "H", "H", "H", "H", "H", "H"],
  "coordinates": [[-2.568, -0.474, 0.219], [-1.488, -0.640, -0.293], [-0.191, -0.418, 0.402], [0.968, -0.182, -0.427], [2.158, 0.268, 0.084], [2.326, 0.630, 1.228], [-1.946, 1.473, 0.124], [-1.367, -1.143, -1.276], [-0.311, -1.477, 0.787], [-0.185, 0.279, 1.242], [-1.319, 1.843, -0.015], [0.949, -0.413, -1.409], [2.975, 0.256, -0.666]],
  "forces_ev_per_angstrom": [[0.3, -0.5, -0.4], [-0.6, 0.3, -0.1], [-0.2, -0.7, 0.4], [0.1, -0.2, 0.0], [-0.1, 0.0, 0.2], [-0.1, -0.2, -0.4], [0.1, 0.6, 0.0], [-0.2, 0.1, -0.1], [1.3, 0.5, 0.4], [-0.3, -0.3, -0.2], [-0.1, 0.4, 0.0], [0.0, -0.1, 0.1], [-0.3, 0.1, 0.1]],
  "lowdin_charge": [0.01, -0.34, -0.19, 0.02, -0.36, 0.03, 0.07, 0.13, 0.16, 0.12, 0.08, 0.13, 0.13],
  "charge": 0,
  "lumo_ev": 0.5725,
  "smiles": "O=CCNC=O.[H][H]"
}

=====

7.
{
  "formula": "C3H7NO2",
  "method": "ωB97M-V with the def2-TZVPD basis set",
  "elements": ["C", "C", "O", "H", "H", "H", "H", "N", "C", "O", "H", "H", "H"],
  "coordinates": [[1.041, 1.475, -0.222], [0.351, 0.157, -0.460], [0.428, -0.364, -1.566], [1.501, -1.237, 0.832], [0.793, 1.909, 0.763], [2.135, 1.321, -0.269], [0.748, 2.197, -1.006], [-1.745, -1.129, -0.032], [-0.940, -0.132, 0.392], [-1.192, 0.506, 1.399], [-1.506, -1.642, -0.889], [-2.559, -1.410, 0.525], [0.945, -1.653, 0.533]],
  "forces_ev_per_angstrom": [[0.8, 0.1, 1.2], [-2.3, 1.3, -3.0], [0.2, -0.2, 1.4], [-0.2, -0.6, 0.0], [0.1, -0.3, -0.5], [-0.5, 0.2, -0.1], [0.1, -0.6, 0.3], [0.2, -0.8, -1.0], [0.0, -0.2, 1.3], [0.4, 0.2, -0.4], [-0.2, 0.5, 0.7], [0.8, 0.4, -0.5], [0.7, 0.0, 0.5]],
  "lowdin_charge": [-0.02, -0.44, 0.04, 0.11, 0.08, 0.09, 0.10, 0.16, -0.52, 0.05, 0.11, 0.13, 0.10],
  "charge": 0,
  "lumo_ev": 0.0644,
  "smiles": "CC(=O)C(N)=O.[H][H]"
}

=====

8.
{
  "formula": "C3H7NO2",
  "method": "ωB97M-V with the def2-TZVPD basis set",
  "elements": ["O", "C", "C", "O", "C", "N", "H", "H", "H", "H", "H", "H", "H"],
  "coordinates": [[-1.947, 0.306, 0.130], [-1.156, -0.829, 0.384], [0.154, -0.975, -0.434], [1.387, -0.479, 0.229], [1.508, 0.856, 0.192], [0.524, 1.470, -0.319], [-1.304, 1.029, 0.041], [-0.857, -0.907, 1.437], [-1.809, -1.690, 0.168], [0.459, -2.014, -0.509], [-0.068, -0.579, -1.457], [2.436, 1.357, 0.575], [0.673, 2.454, -0.437]],
  "forces_ev_per_angstrom": [[0.4, 0.0, -0.1], [0.5, -0.6, 0.2], [-0.4, -0.4, -0.1], [0.0, 0.6, -0.1], [-0.8, 0.1, -0.6], [0.3, 0.8, 0.0], [-0.1, 0.0, -0.1], [-0.2, 0.1, 0.1], [0.4, 0.1, 0.0], [-0.4, -0.2, -0.1], [0.9, 0.0, 0.8], [-0.7, -1.1, -0.3], [0.2, 0.6, 0.2]],
  "lowdin_charge": [-0.09, -0.26, -0.14, -0.07, -0.27, 0.09, 0.04, 0.12, 0.12, 0.11, 0.14, 0.15, 0.06],
  "charge": 0,
  "lumo_ev": 0.8958,
  "smiles": "[H]/N=C/OCCO"
}

=====

E_HOMO: -9.70, -7.97, -9.96, -9.74, -9.33, -10.03, -9.61, -9.92 (eV)
Gap between HOMO and LUMO: 10.32, 8.17, 10.63, 10.41, 10.33, 10.60, 9.67, 10.82 (eV)